Density functional theory data (ωB97M-V/def2-TZVPD) for a 2-piece molecular cluster, C4H10Se overall.

E_HOMO (spin up / spin down): -8.34 / -8.34 eV
Total charge: 0
Energy above the lowest of the compared OMol25 structures with the same formula, charge and spin: 312.8 kJ/mol
Spin multiplicity: 1

```
15
C4H10Se ωB97M-V/def2-TZVPD
C -1.5522 1.2019 -0.0773
C -0.0142 -1.4778 -0.3069
C -0.0103 1.1014 0.1703
C 0.5317 -0.1035 -0.6057
Se 3.3768 -0.2705 -0.0125
H -1.7888 2.0419 -0.7548
H -1.7210 0.2674 -0.6071
H -2.1978 1.2360 0.8645
H 0.2827 -1.7140 0.7624
H -1.2460 -1.7293 -0.3054
H 0.4840 -2.1815 -0.9946
H 0.1702 1.1256 1.1946
H 0.5530 1.9161 -0.1161
H 0.5100 0.1963 -1.6780
H 3.4108 -1.7576 -0.0637
```

Which charges does Löwdin predict for the atoms? In e, they are:
1. C -0.08
2. C -0.17
3. C -0.28
4. C -0.23
5. Se 0.31
6. H 0.08
7. H 0.03
8. H 0.10
9. H 0.09
10. H 0.15
11. H 0.06
12. H 0.08
13. H 0.07
14. H 0.10
15. H -0.30

Density functional theory data (ωB97M-V/def2-TZVPD) for a 6-piece molecular cluster, C24H41N6O2PS overall.

SMILES string: C#CCNC(=O)O[PH2]=S.CCCC#N.CCCC#N.CCCC#N.CCCC#N.CCCC#N
E_HOMO: -8.40 eV
Total charge: 0
Spin multiplicity: 1

```
75
C24H41N6O2PS ωB97M-V/def2-TZVPD
C 2.8949 0.0065 1.2537
C 2.4095 1.0714 0.8940
C 1.5688 2.3402 0.4025
N 0.3826 2.4692 1.3024
C -0.8240 1.9828 0.6842
O -1.1594 2.3429 -0.4302
O -1.5926 1.1099 1.4983
P -3.0890 0.7343 0.7722
S -4.5431 1.9099 1.3559
H 3.0895 -1.0879 1.4082
H 2.2059 3.2630 0.5707
H 1.3225 2.1663 -0.6800
H 0.5980 1.8633 2.1125
H -3.4063 -0.5995 1.2088
H -3.0584 0.6847 -0.6487
C -10.2546 2.7717 -0.6277
C -9.0804 3.6874 -0.9520
C -7.7890 3.2828 -0.2382
C -7.8760 3.4619 1.2125
N -7.9461 3.6003 2.3514
H -10.5234 2.8257 0.4298
H -11.1316 3.0646 -1.2092
H -10.0200 1.7323 -0.8710
H -9.3454 4.7184 -0.7000
H -8.9048 3.6577 -2.0314
H -6.9666 3.8940 -0.6198
H -7.5428 2.2430 -0.4689
C 6.5149 -0.6333 -0.5900
C 6.9230 0.1949 -1.8033
C 6.7389 1.6994 -1.5942
C 5.3289 2.0769 -1.4765
N 4.2227 2.3733 -1.3831
H 5.4467 -0.5375 -0.3810
H 6.7257 -1.6903 -0.7697
H 7.0675 -0.3256 0.2990
H 6.3543 -0.1379 -2.6767
H 7.9782 0.0006 -2.0165
H 7.1758 2.2309 -2.4443
H 7.2848 2.0237 -0.7042
C 7.1313 -4.7060 0.9504
C 6.8518 -4.7014 2.4485
C 5.6588 -3.8242 2.8335
C 5.9186 -2.4006 2.6044
N 6.1212 -1.2835 2.4233
H 7.4222 -3.7145 0.5951
H 7.9484 -5.3937 0.7228
H 6.2515 -5.0293 0.3882
H 7.7489 -4.3761 2.9829
H 6.6455 -5.7274 2.7663
H 5.4351 -3.9757 3.8931
H 4.7708 -4.1338 2.2755
C -0.9154 2.4267 -3.4294
C 0.5050 2.4042 -3.9818
C 0.8451 3.6419 -4.8140
C 0.0748 3.7043 -6.0586
N -0.5305 3.7548 -7.0344
H -1.6570 2.4022 -4.2321
H -1.0842 1.5563 -2.7938
H -1.0878 3.3214 -2.8280
H 0.6478 1.4971 -4.5765
H 1.2035 2.3481 -3.1414
H 1.9106 3.6217 -5.0596
H 0.6735 4.5473 -4.2257
C -2.9630 -4.1322 4.0260
C -4.0951 -4.9223 3.3803
C -4.1528 -4.7548 1.8605
C -4.5167 -3.3926 1.4653
N -4.8013 -2.3230 1.1547
H -3.1015 -3.0562 3.8961
H -2.9268 -4.3356 5.0981
H -1.9967 -4.4096 3.5969
H -5.0463 -4.6248 3.8304
H -3.9522 -5.9826 3.6077
H -4.8941 -5.4492 1.4554
H -3.1908 -5.0252 1.4167
```

Which charges does Löwdin predict for the atoms? In e, they are:
1. C 0.05
2. C -0.11
3. C -0.18
4. N 0.06
5. C -0.53
6. O 0.03
7. O -0.25
8. P 0.38
9. S 0.14
10. H 0.04
11. H 0.12
12. H 0.10
13. H 0.12
14. H -0.06
15. H 0.00
16. C -0.11
17. C -0.27
18. C -0.21
19. C -0.26
20. N 0.15
21. H 0.07
22. H 0.07
23. H 0.08
24. H 0.11
25. H 0.11
26. H 0.12
27. H 0.11
28. C -0.13
29. C -0.26
30. C -0.19
31. C -0.20
32. N 0.17
33. H 0.06
34. H 0.06
35. H 0.05
36. H 0.11
37. H 0.11
38. H 0.12
39. H 0.12
40. C -0.11
41. C -0.26
42. C -0.19
43. C -0.21
44. N 0.17
45. H 0.06
46. H 0.07
47. H 0.08
48. H 0.11
49. H 0.11
50. H 0.12
51. H 0.12
52. C -0.12
53. C -0.26
54. C -0.19
55. C -0.24
56. N 0.14
57. H 0.08
58. H 0.06
59. H 0.07
60. H 0.11
61. H 0.09
62. H 0.12
63. H 0.12
64. C -0.11
65. C -0.27
66. C -0.19
67. C -0.21
68. N 0.15
69. H 0.07
70. H 0.07
71. H 0.07
72. H 0.11
73. H 0.11
74. H 0.12
75. H 0.12

Density functional theory data (ωB97M-V/def2-TZVPD) for C3H3NO2S2 as an isolated structure.

E_HOMO (spin up / spin down): -6.96 / -9.32 eV
Total charge: 0
Energy above the lowest of the compared OMol25 structures with the same formula, charge and spin: 652.4 kJ/mol
Spin multiplicity: 3
<S²>: 2.032

```
11
C3H3NO2S2 ωB97M-V/def2-TZVPD
C 0.4649 -0.4561 0.2885
C -1.6843 -1.3069 0.2349
C 2.3044 0.8363 -0.0554
N -2.2578 -0.1629 -0.0218
O -1.6749 0.9675 0.1284
O -3.4685 -0.2096 -0.2694
S 2.0816 -0.9305 0.2967
S 0.4168 1.1787 0.0168
H -1.7862 -2.2352 -0.2768
H 2.8885 1.3376 0.7045
H 2.7154 0.9810 -1.0463
```

Which charges does Löwdin predict for the atoms? In e, they are:
1. C -0.78
2. C 0.15
3. C -0.66
4. N -0.45
5. O -0.26
6. O 0.08
7. S 0.85
8. S 0.94
9. H 0.07
10. H 0.03
11. H 0.03

Density functional theory data (ωB97M-V/def2-TZVPD) for a 2-piece molecular cluster, C4H9NO overall.

SMILES string: C=CN.CC=O
E_HOMO: -8.38 eV
Total charge: 0
Energy above the lowest of the compared OMol25 structures with the same formula, charge and spin: 250.9 kJ/mol
Spin multiplicity: 1

```
15
C4H9NO ωB97M-V/def2-TZVPD
C 2.3048 0.4249 0.6750
C 2.1762 -0.8966 0.8038
N 1.0462 -1.5573 1.3300
H 1.6689 1.0907 1.2505
H 2.6306 0.9199 -0.2323
H 2.9635 -1.5091 0.3833
H 0.4185 -0.8258 1.6500
H 1.3171 -2.1399 2.1184
C -2.1727 0.0358 -1.3772
C -1.9258 1.4156 -0.7984
O -1.0236 1.6614 -0.0500
H -2.9660 -0.3557 -0.7486
H -1.2526 -0.5422 -1.3922
H -2.5537 0.1142 -2.3963
H -2.6312 2.1641 -1.2160
```

Which charges does Löwdin predict for the atoms? In e, they are:
1. C -0.04
2. C -0.31
3. N 0.03
4. H 0.04
5. H 0.05
6. H 0.09
7. H 0.07
8. H 0.08
9. C -0.05
10. C -0.33
11. O 0.04
12. H 0.08
13. H 0.08
14. H 0.07
15. H 0.11

Density functional theory data (ωB97M-V/def2-TZVPD) for C6H17N2SiSn as an isolated structure.

E_HOMO: -11.21 eV
Total charge: +1
Spin multiplicity: 1

```
27
C6H17N2SiSn ωB97M-V/def2-TZVPD
C 2.4838 -1.3765 1.5726
Si 1.6813 -0.2617 0.1703
C 1.9409 -1.1611 -1.5142
C 2.5703 1.4438 0.1530
N -0.0794 -0.2095 0.5282
C -0.6818 1.1568 0.2909
C -2.2896 0.9283 -0.0951
C -2.8363 -0.5791 0.2548
N -4.2944 -0.6311 -0.2421
H 1.6017 -1.8311 2.2198
H 3.0802 -2.2308 1.0389
H 3.1411 -0.7229 2.2997
H 1.5613 -0.5324 -2.4387
H 3.0503 -1.4669 -1.7425
H 1.2558 -2.1383 -1.4921
H 3.2965 1.5396 1.0902
H 1.8720 2.3786 0.0588
H 3.2919 1.4644 -0.7973
H -0.1288 1.7606 -0.5450
H -0.7004 1.7053 1.3438
H -2.3457 1.0464 -1.2689
H -2.9087 1.7336 0.4916
H -2.7774 -0.8690 1.3946
H -2.2656 -1.4199 -0.3515
H -4.7848 -1.2984 0.3946
H -4.2497 -1.1217 -1.1740
Sn -0.4848 2.6930 -1.6403
```

Which charges does Löwdin predict for the atoms? In e, they are:
1. C -0.21
2. Si 0.39
3. C -0.23
4. C -0.22
5. N -0.09
6. C -0.48
7. C -0.20
8. C -0.26
9. N -0.05
10. H 0.05
11. H 0.05
12. H 0.05
13. H 0.03
14. H 0.07
15. H 0.07
16. H 0.07
17. H 0.00
18. H 0.07
19. H -0.35
20. H 0.19
21. H 0.06
22. H 0.13
23. H 0.14
24. H 0.12
25. H 0.08
26. H 0.08
27. Sn 1.47

Density functional theory data (ωB97M-V/def2-TZVPD) for C27H46BrN3OP2Ru as an isolated structure.

E_HOMO (spin up / spin down): -18.32 / -18.32 eV
Total charge: +4
Energy above the lowest of the compared OMol25 structures with the same formula, charge and spin: 62.1 kJ/mol
Spin multiplicity: 5
<S²>: 6.068

```
81
C27H46BrN3OP2Ru ωB97M-V/def2-TZVPD
N -5.9094 4.0762 -4.0468
C -5.9255 4.3955 -2.7510
C -5.3649 3.5765 -1.7678
C -4.6172 2.4312 -2.1695
C -4.7350 2.0551 -3.5425
C -5.3593 2.9278 -4.4400
C -3.6914 1.7705 -1.2731
Ru -1.3092 0.4441 -0.3055
P 4.6805 -1.1340 0.4150
C -2.5176 1.1301 -1.7848
C -1.2511 1.8762 -1.6912
C -0.1099 1.1771 -2.1374
C 1.1934 1.6515 -1.7772
C 1.3388 2.6026 -0.7608
C 0.1941 2.8503 0.0502
C -1.0907 2.6858 -0.5187
Br 2.9846 3.3501 -0.3251
H -3.8518 1.7841 -0.1959
H -2.6273 0.5488 -2.6914
H -5.4365 3.8837 -0.7240
H -4.3107 1.1299 -3.9339
H -6.4009 5.3447 -2.4953
H -5.3998 2.7055 -5.5101
H -0.2538 0.5112 -2.9967
H -1.9078 3.3105 -0.1784
H 2.0622 1.2714 -2.3179
H 0.2738 3.2605 1.0542
P -1.0299 -1.6810 -0.5241
C 4.8642 0.6493 0.6546
C 6.2613 1.1809 0.3146
H 4.6106 0.8681 1.7032
H 4.0877 1.0881 0.0108
H 6.2906 2.2587 0.5032
H 7.0385 0.7103 0.9299
H 6.5172 1.0156 -0.7403
C 3.9552 -1.4007 -1.2286
C 4.8918 -2.2844 -2.0839
H 3.8275 -0.4024 -1.6850
H 2.9699 -1.8704 -1.0796
H 4.5151 -2.3388 -3.1108
H 5.9140 -1.8792 -2.1199
H 4.9456 -3.3062 -1.6801
C 3.7068 -1.7168 1.8281
C 4.6469 -2.0870 2.9806
H 3.1305 -2.5861 1.4836
H 3.0302 -0.8920 2.0812
H 4.1393 -2.7446 3.6851
H 5.5371 -2.6163 2.6195
H 4.9829 -1.2034 3.5321
C -0.8085 -2.2365 1.1928
C -1.3405 -3.6280 1.5436
H -1.2659 -1.4664 1.8379
H 0.2726 -2.1523 1.3729
H -2.3812 -3.6039 1.8821
H -1.2656 -4.3418 0.7116
H -0.7472 -4.0195 2.3827
C 0.1826 -2.4337 -1.6114
C -0.3347 -2.7652 -3.0091
H 0.5500 -3.3264 -1.0795
H 1.0162 -1.7200 -1.6676
H -1.0693 -3.5808 -2.9943
H -0.7808 -1.8899 -3.5004
H 0.5160 -3.0826 -3.6227
C -2.6967 -2.2365 -0.9858
C -3.6960 -1.6121 -0.0294
H -2.7259 -3.3321 -1.0112
H -2.8362 -1.8878 -2.0126
H -4.6876 -2.0028 -0.2634
H -3.4702 -1.8468 1.0261
H -3.7312 -0.5108 -0.1685
C -0.3816 2.8368 4.7428
N -0.5689 1.4380 4.9931
C -0.8456 0.5026 4.0385
N -1.1019 -0.7378 4.5907
O -0.8219 0.7108 2.8116
H -0.2312 2.9971 3.6694
H 0.4891 3.1968 5.2993
H -1.2520 3.4137 5.0822
H -0.5823 1.1127 5.9611
H -1.5397 -1.4137 3.9872
H -1.3545 -0.7596 5.5715
```

Which charges does Löwdin predict for the atoms? In e, they are:
1. N 0.32
2. C 0.00
3. C 0.06
4. C -0.15
5. C 0.05
6. C 0.00
7. C -0.02
8. Ru 1.13
9. P 1.19
10. C -0.24
11. C -0.36
12. C -0.09
13. C -0.04
14. C -0.64
15. C -0.03
16. C -0.09
17. Br 1.00
18. H 0.13
19. H 0.12
20. H 0.15
21. H 0.14
22. H 0.17
23. H 0.17
24. H 0.14
25. H 0.14
26. H 0.12
27. H 0.13
28. P 0.84
29. C -0.41
30. C -0.11
31. H 0.10
32. H -0.01
33. H 0.09
34. H 0.09
35. H 0.09
36. C -0.37
37. C -0.12
38. H 0.08
39. H 0.06
40. H 0.09
41. H 0.09
42. H 0.09
43. C -0.38
44. C -0.12
45. H 0.09
46. H 0.09
47. H 0.09
48. H 0.08
49. H 0.09
50. C -0.37
51. C -0.09
52. H 0.04
53. H 0.08
54. H 0.09
55. H 0.09
56. H 0.10
57. C -0.36
58. C -0.11
59. H 0.11
60. H 0.05
61. H 0.10
62. H 0.07
63. H 0.10
64. C -0.35
65. C -0.11
66. H 0.11
67. H 0.08
68. H 0.11
69. H 0.08
70. H 0.04
71. C -0.06
72. N 0.02
73. C -0.59
74. N 0.17
75. O -0.07
76. H 0.07
77. H 0.10
78. H 0.10
79. H 0.16
80. H 0.09
81. H 0.12

Looking at F_max for the records above, in order, we have 3.5 3.0 4.0 1.5 8.0 4.2 eV/A.
Looking at electronic energy for the records above, in order, we have -69653.017 -58709.662 -30404.392 -7829.720 -23171.520 -126419.726 eV.